Record 1
Molecular formula: C25H28N6
Method: DFT, the ωB97M-V functional and the def2-TZVPD basis

Output
LUMO level ... 0.68 eV
SMILES ... Cc1nn2c(N3CCN(c4ccccn4)CC3)cc(C(C)C)nc2c1-c1ccccc1
HOMO ... -0.268 hartree
Kohn-Sham gap ... 7.980 eV
ΔE to the lowest compared entry with this formula, charge and spin ... 0.097 eV
Charge ... 0
Total energy ... -35320.4855 eV

Last column: Mulliken charge in e.
Element x y z (Å)
C1 0.961792 -1.384651 -3.867787  -1.76
C2 0.579203 -1.156434 -2.448848  0.74
N1 -0.663218 -0.783104 -2.170931  -1.79
N2 -0.751423 -0.682879 -0.841556  1.07
C3 -1.807357 -0.255603 -0.094250  0.22
N3 -2.963236 0.189270 -0.680005  -0.06
C4 -2.961748 0.781103 -2.009320  -0.46
C5 -2.864965 2.323575 -1.875730  -0.78
N4 -2.376015 2.673281 -0.556641  -0.08
C6 -1.020366 2.513831 -0.345779  0.93
C7 -0.416512 2.694152 0.907973  -0.50
C8 0.943822 2.498504 1.017670  -0.41
C9 1.685968 2.161552 -0.106944  -0.54
C10 1.010861 2.077471 -1.309453  -0.62
N5 -0.293398 2.240950 -1.430308  -0.30
C11 -3.341816 2.316447 0.460598  -0.57
C12 -3.913909 0.905841 0.146167  -0.99
C13 -1.637193 -0.363759 1.279315  0.19
C14 -0.415565 -0.782568 1.824116  0.59
C15 -0.223113 -0.910289 3.312859  -0.03
C16 -0.529711 0.396979 4.042954  -1.19
C17 -1.082548 -2.053308 3.857507  -1.45
N6 0.621199 -1.079634 1.077415  -0.36
C18 0.456955 -1.041195 -0.239006  -0.60
C19 1.344738 -1.326574 -1.281268  0.64
C20 2.733235 -1.730876 -1.132858  0.68
C21 3.690008 -1.427555 -2.100638  -0.51
C22 5.003047 -1.830724 -1.942640  -0.79
C23 5.387629 -2.537764 -0.816473  -0.39
C24 4.448498 -2.827354 0.160453  -0.73
C25 3.135509 -2.428477 0.006809  -0.35
H1 0.065578 -1.581551 -4.451003  0.45
H2 1.645830 -2.226634 -3.947313  0.43
H3 1.445925 -0.499794 -4.280880  0.27
H4 -2.117278 0.384511 -2.569963  0.11
H5 -3.893888 0.494660 -2.505404  0.54
H6 -3.844247 2.794835 -1.995235  0.30
H7 -2.175317 2.723965 -2.615576  0.47
H8 -0.990890 2.986874 1.772801  0.39
H9 1.430756 2.614026 1.975611  0.45
H10 2.745949 1.978628 -0.047818  0.43
H11 1.528833 1.852648 -2.232890  0.42
H12 -4.148372 3.057852 0.461707  0.49
H13 -2.868018 2.322771 1.439829  0.13
H14 -4.145238 0.353959 1.055844  0.41
H15 -4.835969 0.987161 -0.433717  0.37
H16 -2.429607 -0.092974 1.951962  0.32
H17 0.831277 -1.158797 3.465833  0.32
H18 -0.284304 0.298939 5.098113  0.50
H19 0.058432 1.209567 3.624746  0.13
H20 -1.583946 0.653462 3.963422  0.25
H21 -0.897442 -2.187243 4.920917  0.46
H22 -0.844641 -2.982234 3.344743  0.37
H23 -2.140692 -1.843310 3.715661  0.28
H24 3.412752 -0.853122 -2.970505  0.33
H25 5.732482 -1.587605 -2.702774  0.37
H26 6.413747 -2.854660 -0.697482  0.39
H27 4.743910 -3.370500 1.047088  0.38
H28 2.404008 -2.645644 0.768883  0.45

Forces on the atoms, in the same order (eV/Å):
C -0.07 0.05 0.03
C -0.18 -0.01 0.52
N -0.19 -0.18 -1.03
N 0.76 -0.24 0.47
C -0.52 -0.16 0.35
N 0.25 -0.39 0.00
C 0.07 0.22 -0.58
C -0.08 0.07 -0.14
N -0.28 0.19 -0.09
C 0.58 0.29 0.01
C -0.01 0.00 0.03
C -0.07 -0.03 -0.13
C 0.03 0.05 -0.05
C 0.42 -0.04 0.16
N -0.50 0.08 -0.01
C -0.04 0.05 0.13
C -0.02 -0.01 0.26
C -0.05 -0.01 -0.05
C 0.21 -0.03 -0.20
C -0.19 0.03 0.18
C 0.15 -0.17 -0.09
C 0.21 0.09 -0.06
N 0.26 -0.13 0.63
C -0.02 0.07 -0.65
C -0.50 0.18 0.17
C 0.18 -0.06 0.07
C -0.06 0.02 0.07
C 0.14 -0.03 -0.07
C 0.11 -0.01 0.01
C 0.09 -0.04 0.04
C 0.00 -0.06 -0.01
H -0.01 -0.02 -0.05
H 0.05 -0.02 -0.07
H 0.08 0.01 -0.08
H -0.39 0.21 0.06
H 0.03 0.02 0.01
H 0.02 0.01 0.00
H -0.21 -0.05 -0.03
H -0.05 0.00 0.06
H 0.02 0.00 0.08
H 0.12 -0.02 -0.03
H 0.16 -0.03 -0.03
H 0.03 -0.09 0.10
H -0.05 0.03 -0.04
H -0.07 0.04 -0.04
H 0.06 -0.05 0.05
H -0.13 0.09 0.00
H -0.09 0.03 -0.10
H -0.01 0.03 0.11
H 0.03 0.15 0.00
H -0.14 0.07 0.01
H -0.02 -0.04 0.12
H -0.03 -0.12 -0.02
H -0.14 0.00 0.00
H -0.04 0.06 -0.10
H 0.04 0.02 -0.05
H 0.07 -0.01 0.01
H 0.01 -0.04 0.06
H 0.00 -0.04 0.04



Record 2
Molecular formula: C25H29AuBrGeN4O4
Method: DFT, the ωB97M-V functional and the def2-TZVPD basis

Output
Expectation value of S² ... 2.0587
LUMO level (alpha / beta) ... 2.67 / 2.68 eV
2S+1 ... 3
HOMO (alpha / beta) ... -0.083 / -0.158 hartree
Kohn-Sham gap (alpha / beta) ... 4.940 / 6.970 eV
ΔE to the lowest compared entry with this formula, charge and spin ... 1.688 eV
Charge ... -1
Total energy ... -170793.8133 eV

Last column: Mulliken charge in e.
Element x y z (Å)
Au1 -0.127961 1.035526 0.831891  1.03
O1 2.810560 1.082466 -3.593561  -0.51
C1 2.985995 2.362082 -3.159608  0.71
C2 3.756974 3.266993 -3.878559  -0.70
C3 3.932584 4.562294 -3.419823  -0.52
C4 3.334451 4.960121 -2.238061  -0.80
C5 2.562327 4.059143 -1.522385  -0.30
C6 2.377659 2.764141 -1.968493  -0.26
C7 1.568001 1.779042 -1.143497  0.83
O2 1.165126 2.348434 0.026262  -0.74
N1 0.426322 1.301475 -1.947217  -0.40
N2 -0.699285 1.142961 -1.196287  -0.42
C8 -1.703785 0.429244 -1.648282  -0.58
C9 -2.966363 0.420511 -1.037635  0.60
Br1 -3.142642 1.724152 0.359032  -0.16
C10 -3.972787 -0.422946 -1.445219  -0.91
C11 -5.313368 -0.679646 -1.037041  1.29
C12 -5.995134 -0.070479 0.034399  -0.43
C13 -7.277533 -0.446978 0.366443  -0.66
C14 -7.943510 -1.434556 -0.344388  -0.45
C15 -7.310277 -2.021807 -1.430629  -0.46
C16 -6.029573 -1.653917 -1.769448  -0.57
H1 3.364365 0.929283 -4.369689  0.31
H2 4.225304 2.949316 -4.802130  0.28
H3 4.545587 5.249764 -3.986542  0.37
H4 3.475670 5.964826 -1.869222  0.39
H5 2.085722 4.329166 -0.594331  0.46
H6 2.217396 0.890430 -0.964664  0.20
H7 0.682813 0.496941 -2.519786  0.29
H8 -1.573257 -0.179682 -2.544101  0.29
H9 -3.657435 -1.058449 -2.269521  0.08
H10 -5.516821 0.696549 0.616612  0.24
H11 -7.770038 0.037116 1.200362  0.35
H12 -8.935377 -1.745460 -0.051046  0.36
H13 -7.823857 -2.781035 -2.007820  0.34
H14 -5.552840 -2.122467 -2.621684  0.30
C17 2.535754 1.018109 5.169247  -1.26
Ge1 2.270733 0.538175 3.242601  0.62
C18 2.424777 -1.460592 3.206024  -1.18
C19 3.762902 1.221665 2.124472  -1.04
C20 0.554384 1.158178 2.698026  -0.84
H15 3.463399 0.610273 5.561535  0.35
H16 1.718499 0.611638 5.757694  0.36
H17 2.549596 2.092068 5.315000  0.35
H18 3.346717 -1.774754 3.687318  0.45
H19 2.429864 -1.809721 2.180129  0.18
H20 1.587150 -1.921498 3.720163  0.36
H21 4.706040 0.751928 2.394089  0.44
H22 3.867666 2.298616 2.212981  0.33
H23 3.552816 1.001685 1.083679  0.17
H24 -0.147790 1.471515 3.460428  0.39
C21 1.964810 -4.630721 -0.283748  -1.00
N3 1.021091 -3.642806 0.171865  0.19
C22 0.116539 -3.898095 1.138661  0.27
C23 -0.739815 -2.947424 1.572420  -1.28
C24 -0.574176 -1.623804 1.043202  0.79
O3 -1.229636 -0.640227 1.503493  -0.69
N4 0.320438 -1.394218 0.085489  0.35
C25 1.103909 -2.344102 -0.427495  -0.05
O4 1.896548 -2.198332 -1.338816  -0.78
H25 1.865065 -5.541343 0.304037  0.33
H26 2.977086 -4.235701 -0.179739  0.30
H27 1.803590 -4.845580 -1.343572  0.28
H28 0.115496 -4.904044 1.543903  0.30
H29 -1.468464 -3.125437 2.342579  0.46

Forces on the atoms, in the same order (eV/Å):
Au 0.17 0.42 -0.08
O -0.02 -0.27 -0.06
C 0.14 0.56 0.08
C -0.02 -0.13 -0.03
C 0.02 0.01 0.03
C 0.06 0.14 -0.03
C 0.03 -0.07 -0.11
C -0.06 -0.28 0.07
C 0.60 -0.67 -0.41
O -0.18 0.48 0.43
N 0.29 0.11 -1.05
N -0.39 0.09 0.62
C 0.07 -0.02 -0.35
C -0.07 0.04 0.06
Br -0.56 -0.09 -0.15
C 0.35 0.06 -0.13
C -0.30 -0.03 0.06
C 0.13 0.06 0.00
C -0.18 -0.08 0.05
C -0.19 -0.01 0.09
C -0.12 -0.12 0.01
C 0.09 0.08 -0.01
H -0.13 0.04 0.18
H 0.04 -0.04 -0.10
H 0.02 0.05 -0.03
H 0.00 0.11 0.03
H -0.04 0.06 0.12
H -0.12 0.18 -0.02
H -0.07 -0.07 0.34
H -0.05 0.01 -0.01
H 0.09 0.02 -0.01
H 0.10 0.04 0.02
H 0.00 0.01 0.05
H -0.12 0.01 -0.02
H 0.01 -0.03 -0.03
H 0.08 -0.02 0.00
C 0.01 -0.11 -0.52
Ge 0.69 -0.38 0.47
C -0.15 0.63 -0.04
C -0.40 -0.10 0.28
C 0.32 0.02 0.32
H 0.17 -0.09 -0.01
H -0.17 -0.09 0.05
H 0.00 0.25 -0.02
H 0.17 0.01 0.08
H 0.00 -0.09 -0.26
H -0.15 -0.05 0.08
H 0.07 -0.09 0.10
H -0.03 0.15 0.05
H -0.08 -0.06 -0.21
H -0.18 0.06 0.10
C 0.27 -0.05 -0.27
N 0.06 0.36 -0.10
C -0.40 0.13 0.17
C -0.08 -0.13 0.11
C 0.47 -0.56 -0.44
O -0.35 0.41 0.31
N -0.09 0.12 -0.01
C -0.06 -0.89 0.44
O 0.40 0.09 -0.46
H -0.07 0.01 0.02
H -0.02 -0.10 -0.04
H 0.05 -0.04 0.11
H 0.00 0.04 -0.05
H -0.05 -0.11 0.09



Record 3
Molecular formula: C25H29BClF4N4OPRuS
Method: DFT, the ωB97M-V functional and the def2-TZVPD basis

Output
Expectation value of S² ... 0.9283
LUMO level (alpha / beta) ... -5.00 / -4.71 eV
2S+1 ... 2
HOMO (alpha / beta) ... -0.415 / -0.417 hartree
Kohn-Sham gap (alpha / beta) ... 6.279 / 6.626 eV
Charge ... +1
Total energy ... -81177.6500 eV

Last column: Mulliken charge in e.
Element x y z (Å)
Ru1 0.306629 0.014979 -0.223020  0.28
C1 3.857877 -2.771496 2.052913  -1.61
C2 3.005036 -1.547235 1.715418  0.71
C3 2.976439 -1.366319 0.206136  -0.29
C4 1.586183 -1.726439 2.296691  -0.82
C5 1.611374 -1.842081 3.837675  -0.69
O1 0.817199 -0.752631 4.283009  -0.44
C6 0.375685 -0.079498 3.219699  0.01
N1 0.721746 -0.561177 2.077462  1.15
C7 -0.453567 1.082028 3.562808  0.56
C8 -0.506883 1.403443 4.927821  -1.30
C9 -1.304540 2.422714 5.403223  -0.78
C10 -2.066714 3.168412 4.518627  -0.85
C11 -2.010992 2.881712 3.168117  -0.40
C12 -1.206891 1.855155 2.669322  0.76
P1 -1.292419 1.639047 0.851166  1.53
C13 -3.100360 1.452918 0.658997  1.21
C14 -3.617677 0.177353 0.868343  -1.35
C15 -4.972041 -0.062474 0.732929  -0.83
C16 -5.830509 0.979966 0.419447  -0.61
C17 -5.328684 2.261045 0.253582  -0.81
C18 -3.969209 2.499492 0.365636  -0.20
C19 -0.882343 3.299264 0.237306  1.49
C20 -0.026077 4.131538 0.957509  -0.59
C21 0.296447 5.384134 0.467315  -0.83
C22 -0.177272 5.794382 -0.768421  -0.67
C23 -0.996507 4.956780 -1.509519  -1.12
C24 -1.357434 3.723120 -1.004905  -0.94
H1 4.806108 -2.712803 1.525132  0.43
H2 3.345934 -3.682215 1.749547  0.41
H3 4.069214 -2.830253 3.116315  0.41
H4 3.447794 -0.653337 2.166704  0.21
H5 2.642965 -2.282825 -0.284026  0.33
H6 3.963675 -1.107642 -0.168912  0.42
H7 2.315372 -0.516714 -0.071009  -0.66
H8 1.114695 -2.594815 1.815474  0.58
H9 2.616080 -1.711571 4.245909  0.40
H10 1.183609 -2.769277 4.224979  0.26
H11 0.090597 0.834376 5.620892  0.54
H12 -1.336598 2.627532 6.461757  0.43
H13 -2.702680 3.959964 4.884000  0.48
H14 -2.608214 3.461402 2.478341  0.39
H15 -2.942440 -0.622831 1.136650  0.63
H16 -5.363600 -1.057639 0.877328  0.49
H17 -6.890030 0.802604 0.315062  0.43
H18 -6.000926 3.080499 0.041691  0.46
H19 -3.590955 3.502373 0.235231  0.51
H20 0.396836 3.790311 1.890981  0.44
H21 0.933108 6.036533 1.044513  0.44
H22 0.100127 6.758859 -1.163504  0.44
H23 -1.352454 5.270718 -2.479962  0.48
H24 -2.042500 3.098399 -1.565148  0.48
N2 -1.392105 0.505720 -2.247652  -0.48
N3 -2.451750 -0.348397 -2.553152  -0.47
C25 -2.667107 -1.516005 -1.929277  0.90
N4 -3.664155 -2.280770 -2.384099  -0.43
S1 -1.775076 -2.063636 -0.603001  -0.37
H25 -1.694483 1.476495 -2.308305  0.19
H26 -0.596798 0.377027 -2.882571  0.46
H27 -2.966094 -0.178784 -3.417163  0.24
H28 -4.243506 -2.004717 -3.161778  0.19
H29 -3.835102 -3.171419 -1.946951  0.22
Cl1 0.693433 -1.575322 -2.084331  -0.40
F1 3.559028 1.837645 -1.052446  -0.29
B1 2.326644 2.319351 -0.828143  0.08
F2 2.187205 3.648109 -0.954915  -0.24
F3 1.857781 1.854087 0.458708  -0.30
F4 1.358892 1.645710 -1.700260  -0.32

Forces on the atoms, in the same order (eV/Å):
Ru -2.83 -1.79 1.33
C -0.14 0.30 0.05
C -0.25 -0.05 -0.13
C -0.13 -0.06 0.36
C 0.61 -0.40 -0.08
C 0.38 -0.60 -0.36
O -0.36 0.48 0.11
C 0.08 -0.20 -0.47
N -0.46 0.78 -1.67
C -0.27 0.48 0.27
C 0.06 -0.13 -0.07
C 0.00 0.05 -0.11
C 0.04 -0.12 0.02
C 0.05 -0.07 -0.12
C 0.26 -0.38 -0.04
P 0.59 0.36 -0.12
C 0.24 -0.46 -0.35
C 0.18 0.04 0.14
C -0.11 -0.01 0.05
C 0.04 0.04 -0.03
C -0.08 0.03 0.03
C 0.18 0.15 -0.06
C 0.03 -0.13 -0.07
C -0.18 -0.13 0.00
C -0.06 0.05 -0.04
C -0.02 -0.09 0.09
C 0.01 0.07 -0.08
C 0.02 -0.14 0.08
H 0.08 -0.06 0.00
H 0.00 -0.15 -0.08
H 0.08 -0.11 0.13
H -0.06 0.01 0.09
H -0.09 0.20 -0.07
H -0.01 0.13 -0.10
H 0.55 -0.21 -0.10
H 0.11 0.09 0.11
H -0.12 -0.02 -0.06
H 0.02 0.13 -0.06
H -0.03 -0.04 0.03
H 0.03 0.04 0.09
H -0.06 0.08 -0.03
H 0.00 0.06 0.02
H -0.16 -0.02 0.01
H -0.01 -0.11 0.06
H -0.09 -0.04 0.01
H 0.00 0.04 -0.03
H 0.01 0.08 -0.05
H 0.01 0.06 0.07
H 0.11 0.01 0.02
H 0.03 0.10 -0.01
H -0.06 0.01 -0.04
H -0.04 0.13 0.00
N 0.65 0.56 0.04
N -0.33 0.03 -0.50
C 0.50 0.12 0.65
N -0.09 0.08 -0.19
S 0.57 0.85 0.73
H -0.08 -0.34 0.05
H -0.28 -0.16 0.05
H 0.31 0.02 0.28
H 0.05 -0.07 0.05
H 0.01 0.08 -0.04
Cl 0.90 0.89 0.25
F 0.84 -0.31 -0.16
B -0.69 -0.59 -0.22
F 0.00 0.85 -0.03
F -0.29 -0.33 0.53
F -0.29 -0.17 -0.21